Record 1
12
Properties=species:S:1:pos:R:3:lowdin_charge:R:1 method="wB97M-V/def2-TZVPD" de_lowest_kcal_mol=80.3 e_homo_ev=-8.93 lumo_energy_ev=0.82 total_energy_ev=-8336.9810 homo_lumo_gap_ev=9.76 fmax_ha_per_bohr=0.0175
O 0.06 1.73 -0.48 0.024
C 0.04 0.49 0.16 -0.378
C 1.35 -0.25 0.24 0.009
C 0.31 -0.73 -0.69 -0.248
O -0.66 -1.56 -0.08 -0.052
C -1.21 -0.36 0.47 -0.102
H -0.48 2.40 -0.04 0.101
H 2.13 0.27 -0.31 0.121
H 1.66 -0.84 1.09 0.116
H 0.23 -0.56 -1.75 0.159
H -1.55 -0.52 1.49 0.117
H -2.02 -0.04 -0.21 0.134

***

Record 2
81
Properties=species:S:1:pos:R:3:lowdin_charge:R:1 method="wB97M-V/def2-TZVPD" spin_multiplicity=3 s_squared=2.0475 de_lowest_kcal_mol=0.0 e_homo_ev="-10.75 / -11.12" charge=+1 lumo_energy_ev="-3.55 / -3.46" total_energy_ev=-84576.8960 homo_lumo_gap_ev="7.20 / 7.66" fmax_ha_per_bohr=0.0485
O -0.42 -1.45 0.11 -0.362
O -2.18 -0.59 -2.93 -0.238
C 0.60 -2.42 -0.47 -0.166
C 1.19 -3.32 0.58 -0.049
H 1.35 -1.76 -0.92 0.117
H 0.06 -2.94 -1.25 0.119
H 1.43 -2.82 1.53 0.049
H 2.11 -3.74 0.19 0.102
H 0.50 -4.15 0.79 0.091
C -1.63 -2.15 0.70 -0.183
C -2.41 -2.91 -0.35 -0.051
H -2.22 -1.35 1.15 0.119
H -1.27 -2.81 1.50 0.122
H -2.65 -2.31 -1.23 0.065
H -3.35 -3.23 0.11 0.098
H -1.89 -3.82 -0.67 0.086
C -3.16 0.43 -3.18 -0.274
C -1.99 -1.44 -4.07 -0.269
C -4.39 0.29 -2.31 -0.064
H -3.49 0.41 -4.24 0.124
H -2.67 1.39 -3.02 0.098
H -4.91 -0.65 -2.52 0.075
H -5.08 1.12 -2.52 0.086
H -4.14 0.32 -1.24 0.069
C -3.19 -2.34 -4.31 -0.067
H -1.07 -2.02 -3.88 0.110
H -1.80 -0.81 -4.96 0.119
H -3.55 -2.78 -3.37 0.073
H -2.93 -3.15 -5.00 0.084
H -4.01 -1.76 -4.76 0.078
H -0.63 -0.05 -1.61 0.035
V 0.43 -0.16 1.43 0.982
C -0.05 0.91 -1.53 -0.183
Si 0.64 1.45 -3.20 0.479
H -0.75 1.66 -1.14 0.035
H 0.79 0.81 -0.82 -0.028
C 1.53 0.05 -4.09 -0.172
C 1.90 2.81 -2.82 -0.178
C -0.51 2.23 -4.48 -0.179
C 2.38 0.60 0.96 -0.306
Si 3.47 1.30 2.32 0.420
H 2.38 1.35 0.14 -0.004
H 2.78 -0.34 0.53 0.023
C 4.48 2.66 1.49 -0.188
C 4.60 -0.05 2.97 -0.175
C 2.45 2.06 3.70 -0.171
H 0.12 2.52 -5.34 0.046
H -0.97 3.15 -4.09 0.038
H -1.30 1.56 -4.84 0.011
H 2.41 -0.28 -3.51 0.032
H 1.87 0.41 -5.07 0.042
H 0.87 -0.82 -4.26 0.011
H 2.49 2.58 -1.92 0.013
H 1.37 3.77 -2.66 0.037
H 2.58 2.92 -3.67 0.039
H 4.82 -0.78 2.19 0.033
H 4.15 -0.58 3.82 0.013
H 5.54 0.40 3.30 0.035
H 2.07 1.32 4.42 0.013
H 1.58 2.60 3.30 0.030
H 3.08 2.77 4.24 0.041
H 5.33 2.94 2.13 0.033
H 3.86 3.54 1.31 0.034
H 4.86 2.31 0.52 0.033
S 0.40 -0.82 5.95 1.048
C 1.67 -1.84 5.42 -0.378
C 1.75 -1.90 4.02 -0.206
C 0.80 -1.07 3.37 -0.226
C 0.01 -0.41 4.29 -0.542
C -1.02 0.51 3.89 -0.263
C -2.01 1.04 4.73 0.005
C -2.95 1.90 4.19 -0.024
C -2.89 2.22 2.83 -0.040
C -1.87 1.70 2.04 -0.075
N -0.95 0.82 2.55 -0.026
H 2.30 -2.37 6.13 0.077
H 2.47 -2.51 3.49 0.097
H -2.01 0.74 5.78 0.117
H -3.73 2.32 4.83 0.123
H -3.64 2.88 2.38 0.117
H -1.75 1.94 0.98 0.109

***

Record 3
335
Properties=species:S:1:pos:R:3:lowdin_charge:R:1 method="wB97M-V/def2-TZVPD" de_lowest_kcal_mol=258.7 e_homo_ev=-7.81 lumo_energy_ev=0.51 total_energy_ev=-158082.6541 homo_lumo_gap_ev=8.32 fmax_ha_per_bohr=0.0749
C 2.33 16.69 22.01 -0.068
C 0.86 16.74 22.65 -0.380
C 0.07 18.05 22.18 -0.118
O -1.30 17.83 22.76 -0.224
C -2.24 18.92 22.66 -0.100
N 0.06 15.59 22.23 0.026
H 2.35 16.57 20.93 0.064
H 2.95 15.83 22.29 0.061
H 2.92 17.52 22.40 0.064
H 1.05 16.74 23.72 0.126
H 0.31 18.32 21.15 0.117
H 0.52 18.82 22.81 0.108
H -1.84 19.85 23.08 0.084
H -3.20 18.73 23.14 0.057
H -2.43 19.14 21.61 0.071
H -0.51 15.88 21.45 0.061
H -0.67 15.42 22.90 0.049
C -0.72 24.72 20.87 -0.060
O -0.50 23.76 19.81 -0.188
C -1.48 23.67 18.85 -0.241
C -1.24 22.34 18.08 -0.198
N -1.50 22.32 16.65 -0.035
C -2.94 22.32 16.26 -0.174
C -3.33 22.42 14.82 -0.207
O -4.66 21.91 14.68 -0.238
C -5.30 22.08 13.42 -0.072
H 0.07 24.51 21.59 0.087
H -1.59 24.63 21.52 0.058
H -0.59 25.71 20.45 0.083
H -1.24 24.53 18.23 0.114
H -2.49 23.70 19.24 0.112
H -1.70 21.55 18.67 0.096
H -0.17 22.17 18.24 0.123
H -0.98 21.52 16.31 0.084
H -3.45 23.14 16.77 0.114
H -3.34 21.36 16.60 0.093
H -2.63 21.86 14.19 0.126
H -3.19 23.47 14.57 0.100
H -4.52 22.01 12.65 0.090
H -5.72 23.09 13.49 0.084
H -6.10 21.35 13.39 0.081
C -3.95 29.58 23.17 -0.122
O -3.02 28.58 23.18 -0.236
C -2.45 28.20 24.40 -0.203
C -1.40 27.10 24.19 -0.164
N -0.19 27.65 23.50 -0.026
C 0.68 28.40 24.39 -0.229
C 1.46 29.46 23.69 -0.232
O 0.73 30.65 23.59 -0.169
C 0.79 31.29 22.37 -0.129
H -4.44 29.38 22.21 0.089
H -3.57 30.59 23.06 0.092
H -4.59 29.58 24.05 0.079
H -3.28 27.88 25.04 0.114
H -1.99 29.10 24.81 0.122
H -1.92 26.26 23.72 0.093
H -1.23 26.52 25.10 0.112
H -0.68 28.18 22.80 0.057
H 1.40 27.61 24.61 0.116
H 0.33 28.57 25.41 0.113
H 1.73 29.04 22.72 0.131
H 2.35 29.63 24.30 0.125
H 1.80 31.66 22.19 0.086
H 0.26 32.24 22.46 0.089
H 0.45 30.74 21.50 0.079
C 0.87 25.75 15.11 -0.145
O -0.21 26.23 15.84 -0.178
C -1.45 25.96 15.08 -0.182
C -2.71 25.95 15.98 -0.188
N -2.90 27.21 16.76 -0.043
C -3.76 26.90 17.89 -0.215
C -3.44 27.90 18.97 -0.227
O -2.13 27.78 19.41 -0.173
C -1.90 28.44 20.58 -0.125
H 0.75 24.73 14.73 0.084
H 1.71 25.78 15.80 0.089
H 1.08 26.43 14.29 0.084
H -1.48 25.11 14.41 0.100
H -1.53 26.75 14.34 0.113
H -2.51 25.13 16.68 0.064
H -3.64 25.66 15.49 0.112
H -2.05 27.67 17.06 0.099
H -3.71 25.86 18.21 0.106
H -4.74 27.06 17.43 0.114
H -3.92 27.56 19.89 0.125
H -3.79 28.87 18.61 0.133
H -1.81 27.86 21.50 0.061
H -2.60 29.24 20.84 0.086
H -0.92 28.85 20.33 0.099
C -1.94 29.13 28.02 -0.093
O -3.29 28.92 27.61 -0.233
C -4.28 29.94 27.88 -0.196
C -5.61 29.56 27.20 -0.193
N -6.61 29.16 28.26 -0.057
C -6.17 27.85 28.81 -0.180
C -7.41 27.01 29.29 -0.268
O -8.29 26.60 28.33 -0.174
C -9.18 25.62 28.86 -0.086
H -1.94 28.81 29.07 0.076
H -1.64 30.15 27.80 0.093
H -1.31 28.41 27.51 0.074
H -4.01 30.94 27.54 0.109
H -4.46 30.21 28.92 0.119
H -5.56 28.79 26.43 0.105
H -6.05 30.48 26.83 0.108
H -7.44 29.00 27.71 0.085
H -5.46 27.99 29.62 0.120
H -5.76 27.25 28.00 0.103
H -7.90 27.58 30.08 0.125
H -6.92 26.13 29.70 0.111
H -9.94 25.22 28.19 0.071
H -9.64 26.02 29.77 0.093
H -8.62 24.73 29.12 0.077
C -1.86 25.03 31.62 -0.083
O -2.98 25.05 30.69 -0.187
C -2.63 25.59 29.39 -0.242
C -3.41 24.95 28.35 -0.256
N -2.90 23.64 28.24 -0.064
C -3.54 22.69 27.35 -0.164
C -2.48 21.56 27.04 -0.191
O -2.77 20.59 26.04 -0.195
C -1.98 19.41 26.08 -0.105
H -1.01 24.48 31.21 0.079
H -1.96 24.79 32.68 0.084
H -1.46 26.05 31.59 0.075
H -1.59 25.32 29.18 0.123
H -2.70 26.67 29.32 0.105
H -3.33 25.57 27.45 0.131
H -4.43 25.03 28.71 0.121
H -2.99 23.24 29.17 0.115
H -4.00 23.16 26.48 0.096
H -4.41 22.28 27.87 0.113
H -2.42 21.09 28.03 0.109
H -1.49 21.96 26.85 0.118
H -2.53 18.64 25.54 0.061
H -1.86 19.02 27.09 0.085
H -0.96 19.46 25.70 0.087
C -1.28 18.83 17.57 -0.055
O -2.34 19.16 18.49 -0.199
C -3.51 18.39 18.43 -0.225
C -4.79 19.00 17.79 -0.152
N -5.37 18.22 16.67 -0.064
C -5.91 19.02 15.71 -0.253
C -6.36 18.18 14.42 -0.171
O -7.76 17.84 14.50 -0.208
C -8.09 17.23 13.17 -0.074
H -1.55 18.25 16.69 0.095
H -0.41 18.37 18.03 0.082
H -1.03 19.86 17.31 0.050
H -3.81 18.18 19.46 0.092
H -3.38 17.44 17.92 0.118
H -4.38 19.95 17.46 0.093
H -5.57 19.25 18.51 0.096
H -6.00 17.49 16.97 0.105
H -5.12 19.70 15.40 0.099
H -6.65 19.73 16.06 0.101
H -5.63 17.37 14.30 0.119
H -6.35 18.81 13.53 0.099
H -7.27 16.69 12.70 0.081
H -8.68 17.80 12.45 0.080
H -8.78 16.41 13.37 0.073
C -12.11 19.11 14.35 -0.066
O -11.99 19.53 15.75 -0.185
C -10.62 19.61 16.17 -0.233
C -10.37 18.65 17.25 -0.238
N -9.00 18.51 17.59 -0.062
C -8.64 17.28 18.24 -0.168
C -9.41 17.21 19.63 -0.237
O -10.68 16.66 19.55 -0.209
C -11.55 16.93 20.72 -0.057
H -11.69 18.12 14.16 0.078
H -11.51 19.87 13.85 0.080
H -13.16 19.12 14.05 0.083
H -10.53 20.60 16.62 0.104
H -9.79 19.55 15.47 0.116
H -10.65 17.65 16.93 0.131
H -10.96 18.99 18.10 0.129
H -8.42 18.67 16.78 0.067
H -7.59 17.34 18.56 0.095
H -8.87 16.34 17.74 0.120
H -9.57 18.19 20.08 0.108
H -8.82 16.59 20.30 0.101
H -11.62 17.93 21.15 0.086
H -11.45 16.12 21.44 0.075
H -12.52 16.58 20.36 0.078
C -5.14 15.73 21.73 -0.020
C -5.07 15.01 23.08 -0.440
C -4.12 15.80 24.06 -0.118
C -4.83 17.00 24.75 -0.163
C -6.27 16.68 25.24 -0.134
C -7.23 15.97 24.32 -0.460
N -6.42 14.88 23.65 -0.116
O -7.15 14.05 22.82 -0.020
C -8.33 15.29 25.10 -0.058
C -7.95 17.06 23.40 -0.007
C -4.34 13.56 23.05 -0.018
H -5.75 15.17 21.02 0.079
H -4.15 15.98 21.35 0.076
H -5.65 16.70 21.76 0.059
H -4.07 15.16 24.94 0.103
H -3.06 15.83 23.79 0.103
H -4.71 17.87 24.10 0.068
H -4.34 17.35 25.66 0.097
H -6.50 17.64 25.69 0.119
H -6.29 16.01 26.10 0.116
H -7.99 14.48 25.75 0.085
H -8.89 15.99 25.72 0.087
H -9.13 14.79 24.55 0.079
H -7.18 17.63 22.88 0.044
H -8.66 16.71 22.65 0.062
H -8.39 17.87 23.99 0.068
H -3.37 13.60 22.55 0.075
H -4.94 12.88 22.45 0.059
H -4.31 12.94 23.95 0.077
H -7.25 13.22 23.29 0.105
C -12.54 20.23 28.58 -0.050
C -11.59 21.29 27.93 -0.445
C -10.15 20.86 28.47 -0.122
C -9.08 21.76 27.78 -0.167
C -9.20 21.46 26.25 -0.097
C -10.67 21.66 25.56 -0.398
N -11.75 21.13 26.46 -0.154
O -13.04 21.39 26.00 -0.007
C -10.77 23.17 25.14 -0.033
C -10.78 20.74 24.26 -0.030
C -12.00 22.78 28.38 -0.001
H -12.28 19.32 28.04 0.078
H -13.56 20.34 28.20 0.063
H -12.60 20.18 29.67 0.087
H -10.13 20.93 29.56 0.109
H -10.00 19.80 28.27 0.107
H -8.07 21.66 28.17 0.104
H -9.32 22.80 28.01 0.067
H -8.87 20.43 26.13 0.100
H -8.44 22.13 25.84 0.092
H -10.37 23.32 24.13 0.074
H -11.76 23.58 25.31 0.076
H -10.07 23.73 25.76 0.057
H -11.82 20.77 23.93 0.068
H -10.12 21.12 23.48 0.066
H -10.66 19.69 24.51 0.068
H -11.47 23.03 29.31 0.074
H -13.08 22.85 28.49 0.076
H -11.61 23.39 27.56 0.046
H -13.35 20.48 26.06 0.100
C -10.61 25.83 18.07 -0.004
C -10.64 24.24 17.89 -0.435
C -11.13 23.84 16.47 -0.134
C -10.17 24.39 15.39 -0.144
C -8.76 23.67 15.48 -0.107
C -8.15 23.70 16.92 -0.428
N -9.27 23.68 17.94 -0.102
O -8.77 23.71 19.27 -0.039
C -7.24 22.44 17.14 -0.030
C -7.16 24.92 17.07 -0.028
C -11.59 23.54 18.99 -0.011
H -11.61 26.05 18.47 0.076
H -9.97 26.15 18.89 0.054
H -10.20 26.33 17.20 0.061
H -11.10 22.75 16.36 0.102
H -12.14 24.25 16.39 0.117
H -10.59 24.22 14.40 0.105
H -9.96 25.44 15.57 0.084
H -8.11 24.31 14.89 0.101
H -8.71 22.67 15.04 0.105
H -8.02 21.71 17.34 0.073
H -6.48 22.45 17.92 0.072
H -6.78 22.23 16.17 0.061
H -6.82 25.09 18.09 0.063
H -7.59 25.89 16.85 0.074
H -6.26 24.69 16.50 0.071
H -12.62 23.78 18.74 0.071
H -11.67 22.45 18.98 0.072
H -11.28 23.92 19.97 0.066
H -8.55 22.79 19.44 0.063
C -8.13 29.78 24.05 -0.007
C -9.51 29.76 23.19 -0.486
C -9.30 29.51 21.67 -0.136
C -8.91 28.03 21.41 -0.179
C -9.85 26.97 21.96 -0.102
C -10.30 27.30 23.45 -0.413
N -10.44 28.73 23.63 -0.138
O -10.93 29.05 24.91 -0.005
C -11.74 26.67 23.64 -0.024
C -9.22 26.72 24.47 -0.011
C -10.11 31.14 23.21 -0.058
H -7.24 29.38 23.56 0.055
H -8.31 29.30 25.01 0.056
H -7.78 30.78 24.29 0.066
H -10.14 29.78 21.04 0.116
H -8.48 30.16 21.38 0.114
H -7.91 28.01 21.85 0.096
H -8.78 27.99 20.33 0.102
H -9.17 26.11 22.04 0.096
H -10.64 26.80 21.23 0.106
H -11.71 25.61 23.43 0.069
H -12.25 26.78 24.60 0.070
H -12.40 27.23 22.98 0.080
H -8.30 27.29 24.61 0.058
H -9.59 26.57 25.48 0.068
H -8.82 25.74 24.23 0.045
H -11.06 31.07 22.69 0.089
H -9.46 31.76 22.60 0.085
H -10.18 31.57 24.21 0.085
H -11.88 29.10 24.75 0.099
C -6.36 24.77 22.84 -0.033
C -5.52 23.49 22.61 -0.483
C -5.80 22.71 23.87 -0.154
C -5.43 21.24 23.83 -0.170
C -6.08 20.57 22.64 -0.141
C -6.10 21.26 21.27 -0.453
N -6.19 22.72 21.51 -0.044
O -6.04 23.50 20.27 -0.034
C -4.67 20.97 20.61 0.015
C -7.30 20.77 20.57 -0.030
C -4.02 23.80 22.49 -0.017
H -6.03 25.26 23.75 0.082
H -7.41 24.52 22.98 0.068
H -6.07 25.45 22.03 0.083
H -5.33 23.18 24.73 0.104
H -6.87 22.75 24.09 0.105
H -5.61 20.60 24.70 0.113
H -4.34 21.15 23.79 0.090
H -7.05 20.17 22.94 0.107
H -5.47 19.67 22.53 0.093
H -4.65 19.88 20.50 0.049
H -4.38 21.21 19.58 0.068
H -3.92 21.40 21.27 0.071
H -7.42 21.09 19.53 0.059
H -7.14 19.71 20.34 0.083
H -8.21 20.93 21.16 0.097
H -3.76 24.11 21.48 0.064
H -3.46 22.87 22.61 0.069
H -3.64 24.57 23.16 0.077
H -6.93 23.74 19.99 0.037

***

Record 4
14
Properties=species:S:1:pos:R:3:lowdin_charge:R:1 method="wB97M-V/def2-TZVPD" spin_multiplicity=3 s_squared=2.0082 de_lowest_kcal_mol=27.7 e_homo_ev="-6.73 / -9.66" lumo_energy_ev="0.99 / -2.13" total_energy_ev=-10747.3444 homo_lumo_gap_ev="7.72 / 7.53" fmax_ha_per_bohr=0.1133
C -1.07 0.16 0.06 -0.636
C -2.42 0.72 -0.18 0.006
N 2.49 0.05 0.92 0.054
N 1.90 -1.05 -0.80 -0.025
N 2.11 0.15 -0.34 -0.194
O -0.91 -1.10 -0.20 0.088
O -0.09 0.80 0.35 0.037
H -2.78 1.49 -0.88 0.106
H -3.09 -0.18 -0.18 0.102
H -2.68 1.19 0.73 0.066
H 2.09 0.77 1.47 0.079
H 2.65 -0.93 1.17 0.113
H 0.09 -1.27 -0.26 0.088
H 1.72 -0.81 -1.88 0.117

***

Record 5
48
Properties=species:S:1:pos:R:3:lowdin_charge:R:1 method="wB97M-V/def2-TZVPD" de_lowest_kcal_mol=31.5 smiles="O=C(O)c1ccc(C(=O)Nc2cccc(S(=O)(=O)Nc3cccc(B(O)O)c3)c2)cc1" e_homo_ev=-8.99 lumo_energy_ev=-0.39 total_energy_ev=-49840.8436 homo_lumo_gap_ev=8.60 fmax_ha_per_bohr=0.0990
O -5.01 -0.35 -6.03 0.094
C -5.21 -1.19 -5.15 -0.443
O -6.18 -2.16 -5.13 0.066
C -4.16 -1.39 -4.13 -0.135
C -3.06 -0.54 -3.98 0.015
C -2.03 -0.91 -3.09 0.000
C -2.04 -2.22 -2.53 -0.102
C -0.92 -2.65 -1.63 -0.403
O -0.59 -3.83 -1.60 0.051
N -0.29 -1.75 -0.81 0.130
C 0.61 -2.07 0.27 -0.181
C 1.18 -3.34 0.43 0.010
C 2.01 -3.53 1.53 -0.060
C 2.19 -2.53 2.44 -0.087
C 1.63 -1.27 2.27 -0.256
S 1.91 -0.03 3.59 0.848
O 0.60 0.75 3.41 -0.362
O 2.21 -0.81 4.82 -0.311
N 3.33 0.76 3.10 -0.034
C 3.15 2.04 2.59 -0.259
C 4.27 2.81 2.36 -0.020
C 4.05 4.06 1.81 -0.084
C 2.85 4.63 1.57 -0.053
C 1.76 3.83 1.72 -0.122
B 0.22 4.20 1.50 -0.470
O 0.03 5.29 0.71 0.162
O -0.99 3.49 2.03 0.096
C 1.88 2.55 2.11 -0.004
C 0.92 -1.04 1.14 -0.018
C -3.15 -3.10 -2.75 0.013
C -4.25 -2.57 -3.35 -0.011
H -6.68 -2.04 -6.01 0.165
H -3.05 0.49 -4.37 0.125
H -1.27 -0.24 -2.80 0.088
H -0.55 -0.72 -0.77 0.169
H 0.94 -4.16 -0.27 0.114
H 2.58 -4.48 1.61 0.129
H 2.90 -2.53 3.23 0.103
H 3.86 0.67 3.92 0.091
H 5.24 2.46 2.63 0.112
H 4.99 4.62 1.54 0.129
H 2.65 5.60 1.21 0.111
H -0.92 5.52 0.74 0.117
H -0.61 2.95 2.72 0.042
H 0.86 2.03 2.14 0.092
H 0.39 -0.13 0.98 0.109
H -3.10 -4.04 -2.21 0.121
H -5.15 -3.14 -3.50 0.113